Entry 1:
Below is a 2-piece molecular cluster, C5H12OSi overall, with properties calculated with the ωB97M-V functional and the def2-TZVPD basis.

Maximum force in Eh/bohr: 0.0710
SMILES: C[SiH]=O.C=CCC
Frontier orbital gap in Eh: 0.3423
LUMO energy in eV: 0.0
ΔE to the lowest compared entry with this formula, charge and spin in kJ/mol: 225.9
Total charge: 0
Total energy in eV: -15302.9629

The geometry in XYZ format:
```
19
C5H12OSi, DFT the ωB97M-V functional and the def2-TZVPD basis
C 3.697 0.101 -1.854
Si 2.708 -0.254 -0.256
O 2.855 0.701 0.922
H 3.509 -0.590 -2.660
H 3.241 1.064 -2.178
H 4.765 0.306 -1.634
H 1.794 -1.529 -0.416
C -1.616 0.061 2.726
C -1.400 -0.027 1.386
C -2.274 0.476 0.294
C -2.037 -0.316 -1.042
H -2.535 0.371 3.225
H -0.972 -0.398 3.362
H -0.411 -0.449 1.089
H -2.127 1.491 0.224
H -3.341 0.362 0.659
H -2.040 -1.386 -0.837
H -1.036 -0.178 -1.324
H -2.778 0.194 -1.686
```

***

Entry 2:
Below is a 2-piece molecular cluster, C5H12S overall, with properties calculated with the ωB97M-V functional and the def2-TZVPD basis.

Maximum force in Eh/bohr: 0.0649
SMILES: C=CC.CSC
Frontier orbital gap in Eh: 0.3432
LUMO energy in eV: 0.9
ΔE to the lowest compared entry with this formula, charge and spin in kJ/mol: 311.7
Total charge: 0
Total energy in eV: -16211.5448

The geometry in XYZ format:
```
18
C5H12S, DFT the ωB97M-V functional and the def2-TZVPD basis
C -1.623 -0.816 -1.774
C -1.765 -0.358 -3.034
C -1.229 0.993 -3.528
H -1.818 -1.907 -1.295
H -1.451 -0.080 -0.897
H -2.706 -0.551 -3.751
H -0.314 0.747 -4.024
H -1.018 1.667 -2.724
H -2.154 1.438 -3.947
C 1.681 -1.229 2.077
S 2.829 -0.236 3.114
C 1.574 0.958 3.519
H 2.195 -1.738 1.298
H 0.951 -1.803 2.668
H 1.108 -0.456 1.583
H 1.320 1.514 2.507
H 1.811 1.497 4.426
H 0.609 0.360 3.782
```

***

Entry 3:
Below is a 2-piece molecular cluster, C5H12S overall, with properties calculated with the ωB97M-V functional and the def2-TZVPD basis.

Maximum force in Eh/bohr: 0.0253
SMILES: C=CC.CCS
Frontier orbital gap in Eh: 0.3709
LUMO energy in eV: 1.0
ΔE to the lowest compared entry with this formula, charge and spin in kJ/mol: 95.2
Total charge: 0
Total energy in eV: -16213.7889

The geometry in XYZ format:
```
18
C5H12S, DFT the ωB97M-V functional and the def2-TZVPD basis
C 0.155 -0.037 -2.836
C -0.683 -0.357 -1.847
C -1.566 0.686 -1.214
H 0.735 -0.792 -3.331
H 0.280 1.020 -3.031
H -0.827 -1.390 -1.555
H -2.557 0.421 -1.590
H -1.339 1.673 -1.616
H -1.629 0.778 -0.136
C 1.325 -0.409 1.158
C 0.690 0.372 2.307
S -0.770 -0.526 2.965
H 1.836 -1.276 1.580
H 0.556 -0.652 0.436
H 2.157 0.127 0.693
H 0.290 1.316 1.927
H 1.404 0.700 3.057
H -0.058 -1.655 3.032
```

***

Entry 4:
Below is one molecule with the formula C5H12S, with properties calculated with the ωB97M-V functional and the def2-TZVPD basis.

Maximum force in Eh/bohr: 0.0983
SMILES: C=S(=C)(C)CC
Frontier orbital gap in Eh: 0.3097
LUMO energy in eV: 0.6
ΔE to the lowest compared entry with this formula, charge and spin in kJ/mol: 693.3
Total charge: 0
Total energy in eV: -16207.5903

The geometry in XYZ format:
```
18
C5H12S, DFT the ωB97M-V functional and the def2-TZVPD basis
C 1.285 0.539 1.618
S 0.446 -0.266 0.261
C 0.173 -2.417 0.067
C 1.700 -0.063 -1.078
C -1.034 0.433 -0.787
C -2.048 0.919 0.203
H 0.862 0.438 2.597
H 1.605 1.605 1.383
H -0.991 -2.485 0.276
H 0.767 -2.673 0.855
H 2.764 -0.434 -0.886
H 1.145 -0.570 -1.915
H 1.853 1.040 -1.120
H -0.443 1.096 -1.392
H -1.410 -0.469 -1.424
H -1.332 1.303 0.955
H -2.598 1.802 -0.177
H -2.746 0.203 0.563
```

***

Entry 5:
Below is a 2-piece molecular cluster, C5H12S overall, with properties calculated with the ωB97M-V functional and the def2-TZVPD basis.

Maximum force in Eh/bohr: 0.0865
Frontier orbital gap in Eh: 0.2981
LUMO energy in eV: 0.8
ΔE to the lowest compared entry with this formula, charge and spin in kJ/mol: 441.5
Total charge: 0
Total energy in eV: -16210.1998

The geometry in XYZ format:
```
18
C5H12S, DFT the ωB97M-V functional and the def2-TZVPD basis
C 1.906 -0.153 -1.423
C 1.184 1.720 0.335
C -3.097 -0.398 -0.414
C 1.108 -1.212 1.031
C -2.409 0.552 0.189
S 0.604 0.188 -0.126
H 1.632 0.487 -2.258
H 1.772 -1.125 -1.708
H 2.013 1.723 0.922
H 0.425 2.160 0.826
H -3.599 -0.185 -1.403
H 2.874 -0.024 -0.814
H -3.386 -1.309 0.017
H 2.061 -1.442 0.806
H 0.824 -0.946 2.021
H 0.467 -2.106 0.892
H -2.007 0.467 1.228
H -2.372 1.604 -0.123
```

***

Entry 6:
Below is one molecule with the formula C5H12S2, with properties calculated with the ωB97M-V functional and the def2-TZVPD basis.

Maximum force in Eh/bohr: 0.0471
SMILES: CCCSSCC
Frontier orbital gap in Eh: 0.3157
LUMO energy in eV: 0.8
ΔE to the lowest compared entry with this formula, charge and spin in kJ/mol: 98.1
Total charge: 0
Total energy in eV: -27049.2043

The geometry in XYZ format:
```
19
C5H12S2, DFT the ωB97M-V functional and the def2-TZVPD basis
C 3.082 0.887 -0.343
C 2.433 -0.415 0.183
C 0.977 -0.258 0.773
S 0.211 1.412 0.591
S -1.615 1.281 -0.380
C -2.224 -0.333 -0.003
C -3.649 -0.389 -0.557
H 2.907 1.680 0.387
H 4.134 0.844 -0.562
H 2.418 1.162 -1.175
H 2.520 -1.178 -0.586
H 3.125 -0.599 1.012
H 1.070 -0.338 1.843
H 0.345 -0.932 0.211
H -2.147 -0.659 1.039
H -1.538 -1.041 -0.474
H -3.639 -0.379 -1.647
H -4.183 -1.215 -0.100
H -4.227 0.470 -0.212
```

***

Entry 7:
Below is a 2-piece molecular cluster, C5H12S2Si overall, with properties calculated with the ωB97M-V functional and the def2-TZVPD basis.

Maximum force in Eh/bohr: 0.0752
Frontier orbital gap (alpha / beta) in Eh: 0.2073 / 0.2310
LUMO energy (alpha / beta) in eV: -2.8 / -1.9
ΔE to the lowest compared entry with this formula, charge and spin in kJ/mol: 284.4
Total charge: 0
Total energy in eV: -34924.2389

The geometry in XYZ format:
```
20
C5H12S2Si, DFT the ωB97M-V functional and the def2-TZVPD basis
C 1.892 0.770 -1.034
C 1.005 -0.345 1.972
C -0.313 1.989 0.770
C -0.613 -1.118 -0.269
C 1.556 1.591 -2.075
Si 0.472 0.331 0.315
S -2.168 0.609 -3.176
S 3.272 -0.126 -0.832
H 2.011 0.085 2.204
H 0.278 -0.372 2.804
H 1.399 -1.471 2.003
H -0.567 2.667 -0.061
H -1.226 1.759 1.405
H 0.314 2.353 1.552
H -0.040 -2.030 -0.212
H -1.457 -1.140 0.412
H -1.262 -0.881 -1.132
H 0.642 2.057 -2.298
H 2.219 1.837 -2.903
H -3.145 1.408 -3.291
```

***

Entry 8:
Below is one molecule with the formula C5H13BFNO3S, with properties calculated with the ωB97M-V functional and the def2-TZVPD basis.

Maximum force in Eh/bohr: 0.0285
SMILES: CCCN(B(O)CC)S(=O)(=O)F
Frontier orbital gap in Eh: 0.3995
LUMO energy in eV: 0.5
Total charge: 0
Total energy in eV: -27258.9936

The geometry in XYZ format:
```
25
C5H13BFNO3S, DFT the ωB97M-V functional and the def2-TZVPD basis
C 0.510 -1.013 2.725
C -0.601 -0.037 2.299
C -0.263 0.621 0.936
N -0.924 -0.117 -0.160
B -0.048 -0.838 -1.119
O -0.613 -1.934 -1.743
C 1.432 -0.428 -1.439
C 1.622 1.070 -1.775
S -2.183 0.719 -0.795
O -3.404 0.346 -0.172
O -1.863 2.094 -0.953
F -2.196 0.121 -2.239
H 1.327 -0.482 3.205
H 0.888 -1.527 1.840
H 0.111 -1.783 3.380
H -1.512 -0.613 2.164
H -0.740 0.739 3.045
H -0.569 1.662 0.975
H 0.815 0.607 0.818
H -0.734 -1.805 -2.682
H 1.827 -1.068 -2.224
H 2.045 -0.655 -0.559
H 1.751 1.642 -0.859
H 2.541 1.207 -2.340
H 0.780 1.471 -2.331
```

***

Entry 9:
Below is an isolated ion of composition C5H13BN and charge +1, with properties calculated with the ωB97M-V functional and the def2-TZVPD basis.

Maximum force in Eh/bohr: 0.0802
Frontier orbital gap (alpha / beta) in Eh: 0.3222 / 0.3226
LUMO energy (alpha / beta) in eV: -4.4 / -4.4
ΔE to the lowest compared entry with this formula, charge and spin in kJ/mol: 322.8
Total charge: +1
Total energy in eV: -7551.5596

The geometry in XYZ format:
```
20
C5H13BN, DFT the ωB97M-V functional and the def2-TZVPD basis
B -0.757 -0.246 1.177
C 0.286 -1.343 1.465
C -0.515 0.461 -0.232
C 1.411 -0.876 -0.644
C -2.148 -0.163 1.718
C 1.084 1.178 -1.922
N 0.932 0.467 -0.648
H 1.094 -0.847 2.001
H 0.095 -2.402 1.617
H -0.962 -0.137 -1.048
H -0.991 1.494 -0.393
H 2.513 -0.868 -0.474
H 0.684 -1.527 -1.043
H -2.444 -0.976 2.329
H -2.799 -0.164 0.814
H -2.266 0.804 2.376
H 1.970 1.237 -2.389
H 0.510 0.684 -2.660
H 0.731 2.148 -1.996
H 1.574 1.078 -0.044
```

***

Entry 10:
Below is a 2-piece molecular cluster, C5H13BN2 overall, with properties calculated with the ωB97M-V functional and the def2-TZVPD basis.

Maximum force in Eh/bohr: 0.1154
Frontier orbital gap (alpha / beta) in Eh: 0.3168 / 0.2542
LUMO energy (alpha / beta) in eV: 0.6 / 0.3
ΔE to the lowest compared entry with this formula, charge and spin in kJ/mol: 508.3
Total charge: 0
Total energy in eV: -9046.6708

The geometry in XYZ format:
```
21
C5H13BN2, DFT the ωB97M-V functional and the def2-TZVPD basis
B 0.299 -0.139 -1.801
C 2.170 2.255 0.363
C 1.112 2.959 -0.394
C -0.249 -2.216 1.059
C -2.262 -1.019 0.425
C -0.738 -0.965 0.189
N 0.843 1.681 0.177
N -0.174 -1.166 -1.113
H 0.587 0.184 -2.988
H 2.946 1.794 -0.090
H 2.383 2.420 1.376
H 0.547 3.762 -0.017
H 1.108 3.194 -1.426
H 0.774 -2.154 1.523
H -0.864 -2.414 1.867
H -0.146 -3.046 0.520
H -2.795 -2.047 0.190
H -2.593 -0.269 -0.309
H -2.583 -0.743 1.369
H -0.201 -0.039 0.688
H -0.164 -2.032 -1.608
```

***

Entry 11:
Below is an isolated ion of composition C5H13BNO and charge +1, with properties calculated with the ωB97M-V functional and the def2-TZVPD basis.

Maximum force in Eh/bohr: 0.1207
Frontier orbital gap in Eh: 0.3394
LUMO energy in eV: -3.0
ΔE to the lowest compared entry with this formula, charge and spin in kJ/mol: 380.3
Total charge: +1
Total energy in eV: -9600.2360

The geometry in XYZ format:
```
21
C5H13BNO, DFT the ωB97M-V functional and the def2-TZVPD basis
B -0.291 -0.637 -0.192
C 0.988 -1.239 -0.745
C 1.301 0.939 1.120
C 2.303 -0.978 0.033
C -3.047 1.063 -0.227
C -2.850 -0.385 -0.030
N 2.405 0.518 0.321
O -1.498 -0.746 -0.400
H 0.968 -2.373 -0.744
H 1.146 -1.113 -1.823
H 1.009 1.934 0.647
H 1.578 1.130 2.141
H 2.451 -1.357 1.048
H 3.148 -1.326 -0.660
H -2.143 1.580 -0.010
H -3.010 1.329 -1.346
H -3.927 1.362 0.166
H -3.484 -1.094 -0.553
H -3.116 -0.403 1.043
H 2.703 1.061 -0.606
H 3.363 0.736 0.817
```

***

Entry 12:
Below is C5H13BS as an isolated structure, with properties calculated with the ωB97M-V functional and the def2-TZVPD basis.

Maximum force in Eh/bohr: 0.0927
Frontier orbital gap in Eh: 0.3387
LUMO energy in eV: 0.6
ΔE to the lowest compared entry with this formula, charge and spin in kJ/mol: 89.0
Total charge: 0
Total energy in eV: -16905.9923

The geometry in XYZ format:
```
20
C5H13BS, DFT the ωB97M-V functional and the def2-TZVPD basis
B 0.606 -0.233 -0.369
C -1.032 -0.576 1.560
C -0.094 2.545 -1.251
C 0.193 -2.681 -1.565
C 0.440 -0.880 1.063
C 0.845 1.773 -0.287
S 0.436 -0.860 -1.941
H -1.424 -1.640 1.914
H -1.191 0.169 2.358
H -1.566 -0.441 0.618
H 0.003 3.622 -0.980
H 0.299 2.432 -2.234
H -1.148 2.097 -1.126
H 0.981 -2.948 -0.876
H 0.102 -3.133 -2.556
H -0.830 -2.647 -1.021
H 1.080 -0.487 1.896
H 0.579 -1.983 1.275
H 1.919 1.797 -0.579
H 0.689 1.903 0.818
```